# 1
Formula: C30H52BrCuN3OP2
Source: OMol25
Level of theory: ωB97M-V/def2-TZVPD

HOMO-LUMO gap (alpha / beta): 0.2593 / 0.1381 hartree
HOMO level (alpha / beta): -0.4928 / -0.4923 hartree
energy relative to the best compared isomer or geometry (same formula, charge and spin): 0.0000 eV
⟨S²⟩: 0.752
molecular weight: 676.164 g/mol

The geometry in ORCA input format:
```
! wB97M-V def2-TZVPD RIJCOSX def2/J DEFGRID3
* xyz 2 2
C -4.702 1.882 -3.459
H -2.464 -2.082 3.334
H 0.319 -3.261 -4.076
H -1.411 1.094 5.776
H -2.560 -0.203 6.190
H -4.661 -1.526 -0.438
N -1.597 -0.478 4.375
H 3.815 -0.669 -3.170
N -5.448 2.602 -2.625
C -3.716 2.528 -0.987
C 2.159 -0.435 -1.761
H 3.427 2.593 -4.519
H 2.203 -0.699 -3.909
C 0.626 2.377 -2.615
H 1.175 1.492 -4.519
C -1.273 -4.280 0.887
H -0.299 2.455 2.372
H 2.119 0.620 4.360
H -3.500 -0.622 3.453
C 1.028 3.191 -1.531
H 5.394 1.133 -1.329
H 2.783 -2.117 -3.011
C -2.762 -1.243 3.979
H 1.477 -0.204 1.401
O -1.357 0.171 2.182
H 0.920 -3.069 -1.687
H 3.561 1.321 1.153
H 3.612 -0.568 2.737
H 2.468 -1.876 3.132
H 1.590 -1.879 0.825
C 2.178 -1.015 1.152
C 2.182 3.949 -1.632
H -5.584 3.590 -0.782
H -1.225 -2.190 1.600
H -1.347 -2.724 -3.750
H 0.324 -2.881 1.105
C 2.782 -1.018 -3.033
C 1.101 0.453 4.727
H 5.800 0.467 0.262
H -0.876 1.081 -3.498
C 3.737 1.124 0.085
N 0.141 0.967 3.758
C 0.585 1.993 2.838
H -3.297 2.895 -0.045
C -1.484 1.559 -1.470
C -2.905 1.743 -1.830
C -3.706 -1.814 0.018
P 3.214 -0.605 -0.292
H -2.867 -3.461 -1.123
H -0.828 -4.873 0.074
C 5.224 1.249 -0.250
H -3.280 -0.943 0.527
H 1.957 0.636 -1.906
P -1.000 -1.972 -0.741
C 3.079 3.657 -2.671
H 0.998 0.961 5.695
C -0.745 -2.849 0.860
H 1.239 1.591 2.042
Cu -0.192 0.110 -1.219
H 1.154 2.746 3.392
C -3.453 1.367 -3.074
C 2.708 2.823 -3.745
H -2.371 -4.322 0.805
H -3.221 -1.637 4.890
H -5.067 1.678 -4.467
H -0.016 -1.583 -3.605
H 2.422 4.703 -0.888
H -2.893 0.783 -3.797
C -2.770 -2.367 -1.055
H 3.133 1.837 -0.494
H -0.548 -4.076 -1.846
C -4.974 2.957 -1.430
H 0.957 -0.624 4.874
C 3.058 -1.424 2.327
C -0.962 0.217 3.364
H 0.439 3.205 -0.610
H -0.979 -4.752 1.831
Br 4.765 4.402 -2.665
C -0.305 -2.626 -3.426
H -0.819 -0.492 6.343
H -1.242 2.091 -0.543
H -3.945 -2.568 0.785
C 1.471 2.200 -3.732
C -1.585 0.011 5.744
H 5.600 2.225 0.075
H 3.793 -2.169 2.001
C -0.519 1.466 -2.535
C -0.143 -3.058 -1.971
H 1.195 -0.976 -1.516
H -3.009 -1.961 -2.051
*
```



# 2
Formula: C30H52BrN3OP2Pd
Source: OMol25
Level of theory: ωB97M-V/def2-TZVPD

HOMO-LUMO gap: 0.2521 hartree
HOMO level: -0.2397 hartree
energy relative to the best compared isomer or geometry (same formula, charge and spin): 0.0000 eV
molecular weight: 719.038 g/mol

The geometry in ORCA input format:
```
! wB97M-V def2-TZVPD RIJCOSX def2/J DEFGRID3
* xyz 0 1
N -5.145 2.022 -3.695
H -4.194 2.205 -0.492
H 1.650 -1.861 2.750
H 1.579 1.052 5.758
H 4.909 1.297 -1.615
C 0.066 -1.346 5.484
H 1.853 2.569 3.173
H 4.271 -0.637 -3.188
H 1.885 2.457 -3.421
H 0.863 2.598 5.262
C -0.238 -2.743 -3.761
C -2.064 -1.400 4.268
H 5.077 2.411 -0.234
H -0.421 1.617 -3.243
C 1.754 2.973 -2.456
H -1.897 -2.309 3.668
H 1.102 -1.363 5.128
C 3.332 -1.202 -3.248
H -3.876 -2.371 0.660
H -3.290 -1.802 -2.355
H -1.155 -4.532 1.572
C -2.929 1.125 -3.504
C -1.586 -4.060 0.681
H -1.356 -1.946 1.266
C -0.450 -3.190 -2.308
C 0.722 1.513 5.252
C 0.344 3.516 -0.506
H 0.046 -0.869 6.471
C -5.157 2.288 -2.391
H -2.672 -4.008 0.791
P -1.236 -1.954 -1.150
H 5.491 0.687 -0.052
C 0.580 2.782 -1.683
H 3.529 -2.247 -2.977
H 1.358 -1.161 -2.366
H -0.604 3.429 0.016
P 2.883 -0.584 -0.589
C 4.798 1.394 -0.529
C -0.993 -2.676 0.522
H -5.036 -2.032 -0.623
C -3.997 -1.854 -0.308
N 0.592 1.055 3.882
H 0.527 -3.466 -1.878
Pd -0.035 0.099 -1.204
H 3.693 3.900 -2.502
H 1.164 4.960 0.865
H 1.365 -2.016 0.277
H -4.126 1.234 -5.305
H 2.623 1.767 -0.543
N -0.838 -0.696 4.552
C 2.300 -0.561 -2.312
H -1.078 -4.099 -2.296
C 1.750 -1.085 0.725
H 2.956 -1.174 -4.280
O -0.894 0.135 2.399
H 3.186 -2.142 1.921
H -2.088 0.686 -4.044
H 2.078 0.486 -2.585
C -4.082 1.975 -1.547
H -0.310 -1.660 -3.910
C 2.579 4.332 -0.679
H 0.752 -3.072 -4.105
C 2.388 -1.411 2.071
C -0.408 0.160 3.548
H 0.159 2.707 2.632
H -3.873 -0.785 -0.107
H -1.316 -4.685 -0.177
C -0.402 1.792 -2.162
C 0.972 1.996 2.846
C -4.088 1.449 -4.236
H 1.190 1.458 1.913
H -0.185 1.257 5.814
H 3.265 1.216 1.013
H -0.983 -3.202 -4.426
H -0.256 -2.384 5.625
C 2.763 3.778 -1.952
C -2.896 1.441 -2.125
C -3.033 -2.304 -1.415
C -1.610 1.463 -1.406
H -6.077 2.736 -2.001
C 1.344 4.350 -0.017
H -1.705 1.734 -0.347
H 0.926 -0.336 0.805
H 2.818 -0.526 2.555
H 0.080 -2.750 0.705
Br 4.073 5.120 0.106
H -3.144 -3.399 -1.582
H -2.738 -0.729 3.731
C 3.361 1.096 -0.079
H -2.538 -1.690 5.207
*
```



Q: Look up the molecular weight of the second one.
A: 719.038 g/mol